A 11-piece molecular cluster, C64H160Br2N9O9 overall at a distorted geometry, computed with ωB97M-V/def2-TZVPD.

Last columns: bonded neighbours and bond lengths (Å).
Element x y z (Å)
1 C -27.775 20.191 10.002  H46 1.090, N80 1.537, C170 1.591, H212 1.090
2 H -19.500 14.768 12.335  C27 1.090
3 H -17.297 15.095 13.693  C94 1.090
4 H -21.565 18.250 12.802  C231 1.090
5 H -13.821 13.369 17.025  C213 1.090
6 H -19.348 23.684 7.120  C108 1.090
7 C -17.093 26.501 14.738  C39 1.546, C119 1.526, H153 1.090, H203 1.090
8 O -14.565 23.023 6.834  C109 1.448, C147 1.456
9 H -25.695 28.879 13.286  C44 1.090
10 N -22.013 20.108 13.957  C99 1.571, C196 1.564, C227 1.509, C231 1.572
11 H -15.670 21.510 20.557  C128 1.090
12 H -25.825 27.641 15.447  C96 1.090
13 H -30.321 22.696 13.120  C97 1.090
14 C -20.076 19.555 12.315  H58 1.090, H150 1.090, O228 1.377, C231 1.510
15 H -24.831 12.187 10.412  C79 1.090
16 O -14.741 15.153 16.482  C172 1.457, C213 1.441
17 H -21.460 13.030 8.832  C194 1.090
18 H -23.515 24.312 14.642  C181 1.090
19 C -19.178 26.973 13.628  H32 1.090, H73 1.090, C119 1.517, C156 1.546
20 H -23.974 25.957 12.778  C168 1.090
21 H -20.678 14.685 8.668  C194 1.090
22 H -16.231 15.370 11.329  C230 1.090
23 H -15.677 18.419 13.478  C148 1.090
24 N -18.148 24.683 13.423  C39 1.517, O82 1.364, C156 1.516
25 H -17.996 23.388 9.178  C208 1.090
26 H -21.975 15.639 10.375  C223 1.090
27 C -19.388 14.534 11.276  H2 1.090, N65 1.577, H135 1.090, C179 1.560
28 C -25.713 23.969 9.431  H98 1.090, O133 1.501, H164 1.090, H165 1.090
29 Br -21.618 22.225 9.937  no bonds
30 H -13.688 16.202 12.748  C224 1.090
31 H -23.720 18.948 13.970  C227 1.090
32 H -20.161 27.443 13.640  C19 1.090
33 H -18.196 28.286 15.071  C119 1.090
34 H -24.962 12.628 8.596  C79 1.090
35 H -17.269 17.475 13.295  C148 1.090
36 H -15.293 20.348 7.716  C63 1.090
37 H -24.769 21.368 19.323  C68 1.090
38 H -25.943 19.712 18.645  C83 1.090
39 C -17.091 24.979 14.471  C7 1.546, N24 1.517, C41 1.470, C138 1.558
40 H -18.911 15.811 9.607  C179 1.090
41 C -17.273 24.115 15.647  C39 1.470, H42 1.090, H76 1.090, H236 1.090
42 H -16.430 24.387 16.283  C41 1.090
43 H -12.171 17.366 14.099  C222 1.090
44 C -25.745 28.044 12.588  H9 1.090, N81 1.527, H121 1.090, H145 1.090
45 N -24.192 19.399 19.855  C68 1.538, C83 1.537, C91 1.562, C149 1.584
46 H -27.342 21.040 9.473  C1 1.090
47 H -12.769 18.329 19.157  C116 1.090
48 C -13.838 17.776 21.801  C144 1.541, H195 1.090, H221 1.090, H229 1.090
49 H -16.832 15.097 16.434  C172 1.090
50 H -24.088 14.866 11.335  C210 1.090
51 H -16.957 17.416 15.483  C59 1.090
52 H -16.628 18.112 21.170  C124 1.090
53 H -27.461 27.850 14.694  C96 1.090
54 H -20.228 21.307 14.754  C196 1.090
55 H -22.325 19.498 18.617  C91 1.090
56 H -18.752 18.841 20.082  C134 1.090
57 H -18.779 20.712 16.782  C104 1.090
58 H -19.716 19.158 11.366  C14 1.090
59 C -16.050 16.812 15.458  H51 1.090, H74 1.090, N93 1.565, C172 1.480
60 H -15.691 21.083 18.892  C128 1.090
61 H -20.327 23.795 14.255  C123 1.090
62 H -25.922 20.366 12.382  C84 1.090
63 C -16.070 21.038 7.388  H36 1.090, N101 1.548, C109 1.590, H169 1.090
64 H -23.413 21.193 12.782  C99 1.090
65 N -20.728 13.862 10.787  C27 1.577, C194 1.603, C206 1.534, C223 1.547
66 C -29.082 21.700 11.655  N80 1.570, C97 1.518, H102 1.090, H232 1.090
67 C -26.724 25.879 12.678  N81 1.518, H85 1.090, H161 1.090, H193 1.090
68 C -24.176 20.914 20.118  H37 1.090, N45 1.538, H103 1.090, H139 1.090
69 H -15.174 17.465 19.387  C107 1.090
70 H -24.145 24.539 16.444  O226 0.960
71 O -21.412 18.980 20.903  C174 1.376, H192 0.960
72 H -21.842 22.072 13.173  C99 1.090
73 H -18.717 27.397 12.735  C19 1.090
74 H -15.464 17.683 15.750  C59 1.090
75 H -23.842 19.674 17.887  C91 1.090
76 H -18.162 24.440 16.187  C41 1.090
77 H -19.968 11.832 11.172  C206 1.090
78 H -23.808 26.843 14.257  C168 1.090
79 C -24.769 12.937 9.623  H15 1.090, H34 1.090, O167 1.450, H187 1.090
80 N -27.899 20.689 11.451  C1 1.537, C66 1.570, C84 1.568, C201 1.584
81 N -25.859 26.821 13.495  C44 1.527, C67 1.518, C96 1.583, C168 1.599
82 O -18.027 23.517 12.725  N24 1.364
83 C -25.649 19.084 19.486  H38 1.090, N45 1.537, H89 1.090, H225 1.090
84 C -26.521 21.194 12.003  H62 1.090, N80 1.568, H200 1.090, C243 1.587
85 H -27.789 26.103 12.741  C67 1.090
86 H -13.285 21.840 8.121  C147 1.090
87 H -22.479 18.413 15.205  C227 1.090
88 H -15.514 24.946 12.795  C138 1.090
89 H -25.693 18.032 19.204  C83 1.090
90 H -15.056 21.592 5.429  C109 1.090
91 C -23.318 19.049 18.609  N45 1.562, H55 1.090, H75 1.090, H154 1.090
92 H -16.496 13.748 11.798  C230 1.090
93 N -15.608 16.413 14.011  C59 1.565, C94 1.563, C148 1.519, C224 1.609
94 C -16.224 15.071 13.500  H3 1.090, N93 1.563, H202 1.090, C230 1.513
95 H -30.132 21.000 13.484  C97 1.090
96 C -26.608 27.187 14.841  H12 1.090, H53 1.090, N81 1.583, H137 1.090
97 C -29.619 21.865 13.065  H13 1.090, C66 1.518, H95 1.090, H160 1.090
98 H -24.997 24.662 9.874  C28 1.090
99 C -22.675 21.469 13.535  N10 1.571, H64 1.090, H72 1.090, H163 1.090
100 H -21.420 20.566 15.887  C196 1.090
101 N -16.734 21.731 8.602  C63 1.548, C159 1.545, C208 1.560, C220 1.525
102 H -29.902 21.424 10.992  C66 1.090
103 H -24.661 21.156 21.064  C68 1.090
104 C -18.769 19.904 17.514  H57 1.090, H157 1.090, O183 1.408, H199 1.090
105 N -15.255 19.387 20.219  C107 1.608, C124 1.561, C128 1.564, C144 1.601
106 H -29.574 20.719 8.942  C170 1.090
107 C -14.935 18.439 18.961  H69 1.090, N105 1.608, C116 1.501, H186 1.090
108 C -18.747 22.784 7.248  H6 1.090, H122 1.090, H140 1.090, C208 1.503
109 C -15.506 22.058 6.305  O8 1.448, C63 1.590, H90 1.090, H216 1.090
110 H -21.505 25.135 14.479  C123 1.090
111 H -24.572 18.527 21.758  C149 1.090
112 H -15.515 13.298 17.130  C213 1.090
113 H -25.208 24.073 14.352  C181 1.090
114 H -16.169 22.427 10.520  C159 1.090
115 H -27.574 18.575 12.033  C201 1.090
116 C -13.540 18.510 18.409  H47 1.090, C107 1.501, H217 1.090, H244 1.090
117 H -20.259 21.318 11.769  O228 0.960
118 H -13.257 19.709 20.883  C144 1.090
119 C -18.421 27.231 14.917  C7 1.526, C19 1.517, H33 1.090, H234 1.090
120 H -21.386 11.847 13.633  C155 1.090
121 H -24.816 27.885 12.041  C44 1.090
122 H -19.488 22.023 7.493  C108 1.090
123 C -20.450 24.863 14.434  H61 1.090, H110 1.090, C156 1.564, H184 1.090
124 C -16.716 19.080 20.677  H52 1.090, N105 1.561, C134 1.605, H233 1.090
125 C -19.996 25.366 11.997  H146 1.090, C156 1.510, H188 1.090, H207 1.090
126 H -18.262 16.363 11.126  C179 1.090
127 H -23.308 13.363 11.860  C210 1.090
128 C -15.151 20.896 19.821  H11 1.090, H60 1.090, N105 1.564, H241 1.090
129 H -28.332 19.535 13.233  C201 1.090
130 H -12.745 22.245 6.406  C147 1.090
131 H -21.685 15.385 11.978  C223 1.090
132 C -16.957 19.539 9.731  H151 1.090, H173 1.090, H178 1.090, C220 1.443
133 O -26.495 23.229 10.477  C28 1.501, C243 1.437
134 C -17.822 18.943 19.523  H56 1.090, C124 1.605, O183 1.467, H204 1.090
135 H -18.649 13.734 11.232  C27 1.090
136 H -16.882 23.595 7.790  C208 1.090
137 H -26.968 26.336 15.418  C96 1.090
138 C -15.724 24.620 13.814  C39 1.558, H88 1.090, H218 1.090, H235 1.090
139 H -23.166 21.323 20.115  C68 1.090
140 H -18.431 22.553 6.231  C108 1.090
141 H -19.785 13.156 9.053  C194 1.090
142 H -22.187 19.641 11.872  C231 1.090
143 H -14.890 21.348 9.639  C159 1.090
144 C -14.119 19.217 21.335  C48 1.541, N105 1.601, H118 1.090, H219 1.090
145 H -26.615 28.127 11.937  C44 1.090
146 H -21.017 25.741 11.930  C125 1.090
147 C -13.266 22.566 7.308  O8 1.456, H86 1.090, H130 1.090, H215 1.090
148 C -16.190 17.517 13.144  H23 1.090, H35 1.090, N93 1.519, H240 1.090
149 C -23.707 18.543 21.096  N45 1.584, H111 1.090, C174 1.603, H198 1.090
150 H -19.412 19.012 12.989  C14 1.090
151 H -17.513 18.818 10.329  C132 1.090
152 H -22.342 18.428 22.746  C174 1.090
153 H -16.581 27.028 13.932  C7 1.090
154 H -23.319 17.969 18.458  C91 1.090
155 C -20.911 12.627 13.038  H120 1.090, H158 1.090, H191 1.090, C206 1.561
156 C -19.445 25.468 13.399  C19 1.546, N24 1.516, C123 1.564, C125 1.510
157 H -18.556 18.988 16.963  C104 1.090
158 H -19.909 12.773 13.443  C155 1.090
159 C -15.638 22.140 9.613  N101 1.545, H114 1.090, H143 1.090, H205 1.090
160 H -28.854 22.176 13.777  C97 1.090
161 H -26.422 25.755 11.639  C67 1.090
162 H -24.750 22.450 11.316  C243 1.090
163 H -23.074 21.907 14.450  C99 1.090
164 H -26.320 24.710 8.911  C28 1.090
165 H -25.234 23.344 8.676  C28 1.090
166 H -13.399 18.403 13.812  C222 1.090
167 O -23.514 13.640 9.802  C79 1.450, C210 1.402
168 C -24.444 26.119 13.748  H20 1.090, H78 1.090, N81 1.599, C181 1.553
169 H -16.818 20.375 6.952  C63 1.090
170 C -29.115 19.780 9.249  C1 1.591, H106 1.090, H189 1.090, H237 1.090
171 H -25.401 21.585 10.091  C243 1.090
172 C -16.030 15.825 16.561  O16 1.457, H49 1.090, C59 1.480, H239 1.090
173 H -16.437 18.997 8.941  C132 1.090
174 C -22.396 19.061 21.860  O71 1.376, C149 1.603, H152 1.090, H209 1.090
175 H -13.419 17.729 15.423  C222 1.090
176 H -20.262 19.544 15.096  C196 1.090
177 H -20.064 16.547 10.737  C179 1.090
178 H -16.150 19.725 10.440  C132 1.090
179 C -19.156 15.949 10.660  C27 1.560, H40 1.090, H126 1.090, H177 1.090
180 H -21.726 12.062 11.197  C206 1.090
181 C -24.473 24.833 14.618  H18 1.090, H113 1.090, C168 1.553, O226 1.363
182 Br -22.248 22.921 17.300  no bonds
183 O -17.818 20.035 18.544  C104 1.408, C134 1.467
184 H -20.103 25.085 15.443  C123 1.090
185 H -23.448 19.855 15.498  C227 1.090
186 H -15.689 18.600 18.190  C107 1.090
187 H -25.615 13.578 9.873  C79 1.090
188 H -19.451 25.970 11.271  C125 1.090
189 H -29.777 19.187 9.880  C170 1.090
190 H -18.485 20.443 8.603  C220 1.090
191 H -21.383 13.563 13.336  C155 1.090
192 H -20.659 19.173 21.466  O71 0.960
193 H -26.727 24.915 13.188  C67 1.090
194 C -20.703 13.728 9.189  H17 1.090, H21 1.090, N65 1.603, H141 1.090
195 H -13.549 17.043 21.047  C48 1.090
196 C -20.861 20.444 14.959  N10 1.564, H54 1.090, H100 1.090, H176 1.090
197 H -18.192 21.302 10.001  C220 1.090
198 H -23.423 17.563 20.713  C149 1.090
199 H -19.800 19.808 17.855  C104 1.090
200 H -26.622 21.746 12.937  C84 1.090
201 C -28.338 19.343 12.160  N80 1.584, H115 1.090, H129 1.090, H242 1.090
202 H -15.786 14.290 14.121  C94 1.090
203 H -16.417 26.666 15.577  C7 1.090
204 H -17.760 18.042 18.911  C134 1.090
205 H -15.183 23.085 9.318  C159 1.090
206 C -20.770 12.498 11.489  N65 1.534, H77 1.090, C155 1.561, H180 1.090
207 H -20.170 24.386 11.553  C125 1.090
208 C -17.635 22.953 8.246  H25 1.090, N101 1.560, C108 1.503, H136 1.090
209 H -22.541 20.094 22.176  C174 1.090
210 C -23.311 14.141 11.096  H50 1.090, H127 1.090, O167 1.402, C223 1.550
211 H -13.706 15.355 14.276  C224 1.090
212 H -27.045 19.392 9.863  C1 1.090
213 C -14.680 13.976 17.311  H5 1.090, O16 1.441, H112 1.090, H238 1.090
214 H -14.950 14.181 11.972  C230 1.090
215 H -12.701 23.390 7.742  C147 1.090
216 H -16.404 22.540 5.919  C109 1.090
217 H -13.293 19.493 18.010  C116 1.090
218 H -14.915 24.870 14.500  C138 1.090
219 H -14.503 19.819 22.159  C144 1.090
220 C -17.657 20.710 9.259  N101 1.525, C132 1.443, H190 1.090, H197 1.090
221 H -13.073 17.879 22.570  C48 1.090
222 C -13.217 17.490 14.379  H43 1.090, H166 1.090, H175 1.090, C224 1.576
223 C -21.913 14.811 11.081  H26 1.090, N65 1.547, H131 1.090, C210 1.550
224 C -14.022 16.274 13.783  H30 1.090, N93 1.609, H211 1.090, C222 1.576
225 H -26.261 19.487 20.293  C83 1.090
226 O -24.717 25.113 15.930  H70 0.960, C181 1.363
227 C -22.988 19.246 14.720  N10 1.509, H31 1.090, H87 1.090, H185 1.090
228 O -19.655 20.865 12.362  C14 1.377, H117 0.960
229 H -14.705 17.392 22.337  C48 1.090
230 C -15.933 14.638 12.079  H22 1.090, H92 1.090, C94 1.513, H214 1.090
231 C -21.524 19.332 12.680  H4 1.090, N10 1.572, C14 1.510, H142 1.090
232 H -28.612 22.610 11.280  C66 1.090
233 H -16.950 19.797 21.464  C124 1.090
234 H -18.910 27.098 15.883  C119 1.090
235 H -15.660 23.533 13.833  C138 1.090
236 H -17.326 23.039 15.480  C41 1.090
237 H -28.790 19.242 8.358  C170 1.090
238 H -14.654 14.145 18.387  C213 1.090
239 H -16.089 16.283 17.548  C172 1.090
240 H -15.770 17.204 12.188  C148 1.090
241 H -14.093 21.073 19.625  C128 1.090
242 H -29.349 19.119 11.821  C201 1.090
243 C -25.733 22.119 10.981  C84 1.587, O133 1.437, H162 1.090, H171 1.090
244 H -13.463 17.708 17.674  C116 1.090

The expectation value of S² is 0.75. Its total charge is +8. The value obtained for the maximum force is 0.17016 hartree/bohr. The HOMO energy (alpha / beta) comes out at -21.70 / -21.70 eV. Its spin multiplicity is 2. The orbital gap (alpha / beta) is 0.151 / 0.093 Eh.